Formula: C58H126N6O8
Source: the Open Molecules 2025 dataset
Level of theory: the ωB97M-V functional and the def2-TZVPD basis

Results
**Net charge**: 0
**HOMO energy**: -0.29434 Eh
**SMILES string**: CC1(C)CCCC(C)(C)N1O.CC1(C)CCCC(C)(C)N1O.CC1(C)CCCC(C)(C)N1O.CC1(C)CCCC(C)(C)N1O.CC1(C)CCCC(C)(C)N1O.CC1(C)CCCC(C)(C)N1O.CCO.CCO
**Gap between HOMO and LUMO**: 8.263 eV

Last columns: bonded neighbours and bond lengths (Å).
Cartesian coordinates (Å):
1 C 4.539 3.148 -9.543  C2 1.552, H12 1.090, H13 1.090, H14 1.090
2 C 3.833 2.651 -8.253  C1 1.552, C3 1.603, C4 1.558, N10 1.514
3 C 3.448 3.831 -7.239  C2 1.603, H15 1.090, H16 1.090, H17 1.090
4 C 2.477 2.062 -8.744  C2 1.558, C5 1.532, H18 1.090, H19 1.090
5 C 1.839 1.078 -7.758  C4 1.532, C6 1.578, H20 1.090, H21 1.090
6 C 2.855 0.075 -7.084  C5 1.578, C7 1.536, H22 1.090, H23 1.090
7 C 4.172 0.714 -6.621  C6 1.536, C8 1.551, C9 1.522, N10 1.447
8 C 3.995 1.404 -5.244  C7 1.551, H24 1.090, H25 1.090, H26 1.090
9 C 5.185 -0.419 -6.532  C7 1.522, H27 1.090, H28 1.090, H29 1.090
10 N 4.734 1.630 -7.590  C2 1.514, C7 1.447, O11 1.379
11 O 5.955 2.159 -7.228  N10 1.379, H30 0.960
12 H 3.942 3.956 -9.967  C1 1.090
13 H 5.562 3.518 -9.477  C1 1.090
14 H 4.589 2.352 -10.286  C1 1.090
15 H 2.499 3.631 -6.740  C3 1.090
16 H 4.203 3.889 -6.455  C3 1.090
17 H 3.491 4.760 -7.806  C3 1.090
18 H 1.741 2.819 -9.015  C4 1.090
19 H 2.584 1.527 -9.688  C4 1.090
20 H 1.299 1.677 -7.025  C5 1.090
21 H 1.021 0.612 -8.307  C5 1.090
22 H 3.077 -0.814 -7.675  C6 1.090
23 H 2.220 -0.265 -6.266  C6 1.090
24 H 4.060 0.649 -4.460  C8 1.090
25 H 3.110 2.033 -5.145  C8 1.090
26 H 4.727 2.189 -5.053  C8 1.090
27 H 4.891 -1.178 -5.807  C9 1.090
28 H 6.218 -0.173 -6.287  C9 1.090
29 H 5.210 -0.940 -7.489  C9 1.090
30 H 6.577 1.700 -7.798  O11 0.960
31 C 3.803 -8.431 -4.459  C32 1.528, H42 1.090, H43 1.090, H44 1.090
32 C 4.231 -6.966 -4.531  C31 1.528, C33 1.549, C34 1.509, N40 1.527
33 C 5.679 -7.031 -5.078  C32 1.549, H45 1.090, H46 1.090, H47 1.090
34 C 3.423 -6.169 -5.525  C32 1.509, C35 1.549, H48 1.090, H49 1.090
35 C 1.952 -5.864 -5.150  C34 1.549, C36 1.544, H50 1.090, H51 1.090
36 C 2.061 -5.167 -3.776  C35 1.544, C37 1.573, H52 1.090, H53 1.090
37 C 2.917 -5.843 -2.643  C36 1.573, C38 1.562, C39 1.559, N40 1.437
38 C 3.142 -4.722 -1.578  C37 1.562, H54 1.090, H55 1.090, H56 1.090
39 C 2.066 -6.994 -2.024  C37 1.559, H57 1.090, H58 1.090, H59 1.090
40 N 4.188 -6.216 -3.201  C32 1.527, C37 1.437, O41 1.420
41 O 5.081 -6.698 -2.208  N40 1.420, H60 0.960
42 H 4.308 -8.907 -3.619  C31 1.090
43 H 2.735 -8.618 -4.347  C31 1.090
44 H 4.169 -9.006 -5.309  C31 1.090
45 H 6.147 -6.047 -5.098  C33 1.090
46 H 6.309 -7.679 -4.469  C33 1.090
47 H 5.778 -7.232 -6.144  C33 1.090
48 H 3.894 -5.210 -5.742  C34 1.090
49 H 3.453 -6.679 -6.488  C34 1.090
50 H 1.440 -5.248 -5.889  C35 1.090
51 H 1.373 -6.774 -4.990  C35 1.090
52 H 1.059 -4.940 -3.410  C36 1.090
53 H 2.350 -4.125 -3.915  C36 1.090
54 H 3.522 -3.819 -2.056  C38 1.090
55 H 4.014 -4.987 -0.981  C38 1.090
56 H 2.322 -4.504 -0.893  C38 1.090
57 H 1.597 -6.740 -1.074  C39 1.090
58 H 2.703 -7.835 -1.750  C39 1.090
59 H 1.309 -7.423 -2.681  C39 1.090
60 H 5.785 -6.052 -2.118  O41 0.960
61 C -4.826 0.129 6.867  C62 1.561, H72 1.090, H73 1.090, H74 1.090
62 C -5.728 0.800 5.784  C61 1.561, C63 1.574, C64 1.536, N70 1.493
63 C -5.068 1.124 4.392  C62 1.574, H75 1.090, H76 1.090, H77 1.090
64 C -6.790 -0.237 5.390  C62 1.536, C65 1.514, H78 1.090, H79 1.090
65 C -7.883 -0.477 6.410  C64 1.514, C66 1.568, H80 1.090, H81 1.090
66 C -8.552 0.863 6.876  C65 1.568, C67 1.618, H82 1.090, H83 1.090
67 C -7.444 1.936 7.365  C66 1.618, C68 1.518, C69 1.544, N70 1.511
68 C -8.067 3.316 7.468  C67 1.518, H84 1.090, H85 1.090, H86 1.090
69 C -6.826 1.493 8.709  C67 1.544, H87 1.090, H88 1.090, H89 1.090
70 N -6.369 2.042 6.308  C62 1.493, C67 1.511, O71 1.438
71 O -5.403 3.089 6.506  N70 1.438, H90 0.960
72 H -4.417 -0.772 6.410  C61 1.090
73 H -3.994 0.780 7.135  C61 1.090
74 H -5.373 -0.169 7.761  C61 1.090
75 H -4.735 0.255 3.823  C63 1.090
76 H -5.863 1.611 3.828  C63 1.090
77 H -4.189 1.765 4.458  C63 1.090
78 H -7.286 -0.061 4.435  C64 1.090
79 H -6.312 -1.189 5.159  C64 1.090
80 H -8.543 -1.274 6.068  C65 1.090
81 H -7.412 -1.015 7.232  C65 1.090
82 H -9.231 0.621 7.693  C66 1.090
83 H -9.157 1.130 6.009  C66 1.090
84 H -7.353 3.961 7.980  C68 1.090
85 H -8.965 3.326 8.085  C68 1.090
86 H -8.260 3.724 6.475  C68 1.090
87 H -7.026 0.464 9.008  C69 1.090
88 H -7.244 2.096 9.515  C69 1.090
89 H -5.775 1.779 8.757  C69 1.090
90 H -5.864 3.828 6.102  O71 0.960
91 C -5.284 -8.021 4.102  C92 1.603, H102 1.090, H103 1.090, H104 1.090
92 C -5.482 -6.435 4.208  C91 1.603, C93 1.552, C94 1.548, N100 1.506
93 C -6.742 -6.208 5.084  C92 1.552, H105 1.090, H106 1.090, H107 1.090
94 C -4.375 -5.769 5.062  C92 1.548, C95 1.545, H108 1.090, H109 1.090
95 C -3.108 -5.377 4.270  C94 1.545, C96 1.563, H110 1.090, H111 1.090
96 C -3.323 -4.631 2.914  C95 1.563, C97 1.590, H112 1.090, H113 1.090
97 C -4.400 -5.418 2.048  C96 1.590, C98 1.596, C99 1.580, N100 1.494
98 C -4.926 -4.433 0.908  C97 1.596, H114 1.090, H115 1.090, H116 1.090
99 C -3.785 -6.732 1.420  C97 1.580, H117 1.090, H118 1.090, H119 1.090
100 N -5.601 -5.838 2.830  C92 1.506, C97 1.494, O101 1.397
101 O -6.681 -6.365 2.119  N100 1.397, H120 0.960
102 H -5.234 -8.590 5.031  C91 1.090
103 H -6.205 -8.337 3.612  C91 1.090
104 H -4.494 -8.245 3.385  C91 1.090
105 H -6.885 -5.169 5.381  C93 1.090
106 H -7.662 -6.504 4.579  C93 1.090
107 H -6.605 -6.873 5.937  C93 1.090
108 H -4.819 -4.944 5.620  C94 1.090
109 H -4.079 -6.460 5.851  C94 1.090
110 H -2.487 -4.761 4.920  C95 1.090
111 H -2.534 -6.266 4.010  C95 1.090
112 H -2.395 -4.490 2.358  C96 1.090
113 H -3.681 -3.620 3.111  C96 1.090
114 H -5.399 -3.571 1.379  C98 1.090
115 H -5.738 -4.970 0.417  C98 1.090
116 H -4.195 -4.092 0.176  C98 1.090
117 H -4.655 -7.331 1.152  C99 1.090
118 H -3.149 -7.217 2.161  C99 1.090
119 H -3.253 -6.568 0.482  C99 1.090
120 H -7.408 -5.744 2.210  O101 0.960
121 C 9.900 1.535 1.742  C122 1.589, H132 1.090, H133 1.090, H134 1.090
122 C 8.850 1.577 2.934  C121 1.589, C123 1.531, C124 1.515, N130 1.495
123 C 9.259 0.693 4.116  C122 1.531, H135 1.090, H136 1.090, H137 1.090
124 C 8.966 2.982 3.489  C122 1.515, C125 1.564, H138 1.090, H139 1.090
125 C 8.218 3.991 2.557  C124 1.564, C126 1.530, H140 1.090, H141 1.090
126 C 6.737 3.609 2.531  C125 1.530, C127 1.572, H142 1.090, H143 1.090
127 C 6.462 2.172 1.956  C126 1.572, C128 1.538, C129 1.575, N130 1.501
128 C 5.029 1.828 2.395  C127 1.538, H144 1.090, H145 1.090, H146 1.090
129 C 6.658 2.203 0.394  C127 1.575, H147 1.090, H148 1.090, H149 1.090
130 N 7.454 1.212 2.543  C122 1.495, C127 1.501, O131 1.420
131 O 7.297 -0.118 2.067  N130 1.420, H150 0.960
132 H 9.803 2.265 0.939  C121 1.090
133 H 10.905 1.632 2.154  C121 1.090
134 H 9.933 0.586 1.206  C121 1.090
135 H 9.499 -0.323 3.805  C123 1.090
136 H 10.106 1.094 4.673  C123 1.090
137 H 8.436 0.632 4.828  C123 1.090
138 H 8.580 3.088 4.503  C124 1.090
139 H 10.024 3.233 3.564  C124 1.090
140 H 8.253 4.981 3.012  C125 1.090
141 H 8.627 4.020 1.547  C125 1.090
142 H 6.289 4.332 1.849  C126 1.090
143 H 6.237 3.755 3.489  C126 1.090
144 H 4.748 0.819 2.091  C128 1.090
145 H 4.403 2.543 1.862  C128 1.090
146 H 4.890 1.918 3.473  C128 1.090
147 H 7.710 2.377 0.169  C129 1.090
148 H 6.112 2.998 -0.114  C129 1.090
149 H 6.408 1.251 -0.073  C129 1.090
150 H 7.118 -0.613 2.869  O131 0.960
151 C -4.554 7.139 -0.887  C152 1.511, H162 1.090, H163 1.090, H164 1.090
152 C -3.423 7.480 0.055  C151 1.511, C153 1.523, C154 1.588, N160 1.530
153 C -3.543 8.880 0.642  C152 1.523, H165 1.090, H166 1.090, H167 1.090
154 C -3.398 6.439 1.255  C152 1.588, C155 1.501, H168 1.090, H169 1.090
155 C -2.090 6.240 1.965  C154 1.501, C156 1.475, H170 1.090, H171 1.090
156 C -1.008 5.845 1.043  C155 1.475, C157 1.592, H172 1.090, H173 1.090
157 C -0.807 6.982 -0.053  C156 1.592, C158 1.536, C159 1.612, N160 1.448
158 C -0.060 8.147 0.613  C157 1.536, H174 1.090, H175 1.090, H176 1.090
159 C 0.235 6.313 -1.085  C157 1.612, H177 1.090, H178 1.090, H179 1.090
160 N -2.095 7.238 -0.664  C152 1.530, C157 1.448, O161 1.399
161 O -1.974 8.134 -1.732  N160 1.399, H180 0.960
162 H -4.406 7.602 -1.863  C151 1.090
163 H -4.584 6.064 -1.062  C151 1.090
164 H -5.536 7.459 -0.538  C151 1.090
165 H -4.504 9.066 1.121  C153 1.090
166 H -2.850 9.078 1.459  C153 1.090
167 H -3.357 9.644 -0.114  C153 1.090
168 H -4.057 6.781 2.052  C154 1.090
169 H -3.866 5.518 0.908  C154 1.090
170 H -1.770 7.129 2.509  C155 1.090
171 H -2.134 5.537 2.797  C155 1.090
172 H -1.316 4.922 0.552  C156 1.090
173 H -0.155 5.573 1.665  C156 1.090
174 H 0.971 7.820 0.748  C158 1.090
175 H -0.446 8.375 1.607  C158 1.090
176 H -0.129 9.060 0.021  C158 1.090
177 H 1.235 6.053 -0.737  C159 1.090
178 H 0.636 7.043 -1.788  C159 1.090
179 H -0.255 5.495 -1.612  C159 1.090
180 H -1.785 8.923 -1.218  O161 0.960
181 C -5.055 -0.610 -3.843  C182 1.466, H184 1.090, H185 1.090, H186 1.090
182 C -4.450 0.539 -4.522  C181 1.466, O183 1.351, H187 1.090, H188 1.090
183 O -3.230 0.916 -4.079  C182 1.351, H189 0.960
184 H -5.397 -0.409 -2.828  C181 1.090
185 H -4.407 -1.487 -3.839  C181 1.090
186 H -6.009 -0.858 -4.310  C181 1.090
187 H -5.095 1.417 -4.563  C182 1.090
188 H -4.274 0.239 -5.555  C182 1.090
189 H -3.043 1.820 -4.341  O183 0.960
190 C 0.436 0.886 -0.736  C191 1.497, H193 1.090, H194 1.090, H195 1.090
191 C -0.633 0.395 0.191  C190 1.497, O192 1.425, H196 1.090, H197 1.090
192 O -1.924 0.929 -0.090  C191 1.425, H198 0.960
193 H 0.490 1.969 -0.841  C190 1.090
194 H 0.307 0.431 -1.718  C190 1.090
195 H 1.419 0.648 -0.329  C190 1.090
196 H -0.472 0.456 1.268  C191 1.090
197 H -0.745 -0.650 -0.096  C191 1.090
198 H -2.135 0.808 -1.018  O192 0.960

These are the Mulliken partial charges, in e, on atoms 1 to 6:
1 C -1.84
2 C 1.44
3 C -1.57
4 C -1.21
5 C -0.87
6 C -0.98